1.
Formula: C45H45N2O5P
Source: the Open Molecules 2025 dataset
Level of theory: wB97M-V/def2-TZVPD

Each line ends with the Löwdin charge.
Atoms and positions in Å:
C1 -0.667 0.448 -5.091  -0.071
C2 -0.442 0.122 -3.629  -0.240
O1 -1.455 -0.873 -3.222  -0.229
P1 -1.916 -0.977 -1.683  0.575
C3 -1.640 -2.801 -1.366  -0.085
C4 -1.673 -2.905 0.138  -0.555
O2 -2.802 -3.064 0.644  0.051
O3 -0.519 -2.802 0.823  -0.004
C5 -0.719 -2.741 2.289  -0.171
C6 -1.374 -1.444 2.715  -0.070
O4 -1.169 -0.106 -0.729  -0.251
O5 -3.479 -0.670 -1.699  -0.184
C7 -4.075 0.181 -0.671  -0.249
C8 -5.185 1.011 -1.264  -0.077
H1 0.294 0.644 -5.577  0.078
H2 -1.185 -0.384 -5.585  0.083
H3 -1.257 1.369 -5.218  0.077
H4 0.551 -0.309 -3.442  0.098
H5 -0.518 1.028 -3.015  0.115
H6 -2.589 -3.278 -1.687  0.149
H7 -1.320 -3.623 2.585  0.128
H8 0.305 -2.849 2.673  0.125
H9 -1.050 -1.206 3.733  0.076
H10 -1.042 -0.592 2.104  0.085
H11 -2.466 -1.586 2.686  0.078
H12 -4.476 -0.493 0.085  0.118
H13 -3.317 0.832 -0.212  0.114
H14 -5.679 1.596 -0.481  0.083
H15 -4.779 1.657 -2.047  0.082
H16 -5.987 0.412 -1.697  0.077
C9 1.036 -12.755 -1.073  -0.113
C10 0.185 -11.812 -1.657  -0.087
C11 0.049 -10.537 -1.096  -0.026
C12 0.738 -10.215 0.092  -0.198
N1 0.466 -8.988 0.723  -0.006
C13 0.589 -8.921 2.152  -0.215
C14 1.857 -8.877 2.758  -0.033
C15 1.981 -8.843 4.148  -0.078
C16 0.830 -8.875 4.947  -0.088
C17 -0.436 -8.907 4.345  -0.076
C18 -0.557 -8.920 2.955  -0.023
C19 0.106 -7.835 0.000  -0.223
C20 -0.837 -6.925 0.473  -0.006
C21 -1.138 -5.738 -0.193  0.005
C22 -0.243 -5.207 -1.201  -0.178
C23 -0.085 -3.863 -1.618  -0.109
C24 1.181 -3.504 -2.213  -0.214
C25 1.256 -2.799 -3.455  -0.025
C26 2.483 -2.386 -3.957  -0.029
C27 3.671 -2.614 -3.264  -0.225
N2 4.888 -2.113 -3.748  0.008
C28 5.955 -1.801 -2.870  -0.219
C29 7.289 -2.063 -3.240  -0.027
C30 8.333 -1.717 -2.379  -0.081
C31 8.057 -1.127 -1.137  -0.102
C32 6.732 -0.890 -0.756  -0.083
C33 5.685 -1.231 -1.613  -0.029
C34 5.136 -2.022 -5.140  -0.226
C35 5.881 -0.927 -5.618  -0.031
C36 6.153 -0.805 -6.982  -0.079
C37 5.689 -1.791 -7.863  -0.105
C38 4.950 -2.886 -7.401  -0.081
C39 4.650 -2.995 -6.037  -0.021
C40 3.620 -3.382 -2.103  -0.015
C41 2.421 -3.866 -1.618  -0.013
C42 0.638 -6.237 -1.730  -0.027
C43 0.788 -7.481 -1.170  -0.028
C44 1.576 -11.181 0.688  -0.018
C45 1.741 -12.438 0.093  -0.087
H17 1.150 -13.745 -1.523  0.097
H18 -0.383 -12.055 -2.555  0.101
H19 -0.611 -9.801 -1.553  0.113
H20 2.744 -8.881 2.118  0.123
H21 2.975 -8.814 4.606  0.106
H22 0.919 -8.900 6.033  0.100
H23 -1.340 -8.930 4.957  0.104
H24 -1.538 -8.916 2.468  0.118
H25 -1.358 -7.198 1.383  0.092
H26 -2.021 -5.177 0.129  0.100
H27 -0.898 -3.227 -2.425  0.150
H28 0.362 -2.606 -4.061  0.115
H29 2.533 -1.851 -4.891  0.113
H30 7.507 -2.524 -4.209  0.121
H31 9.362 -1.898 -2.691  0.103
H32 8.869 -0.842 -0.466  0.098
H33 6.504 -0.427 0.205  0.104
H34 4.649 -1.052 -1.321  0.120
H35 6.239 -0.169 -4.916  0.123
H36 6.742 0.044 -7.335  0.104
H37 5.935 -1.704 -8.922  0.097
H38 4.601 -3.657 -8.095  0.105
H39 4.023 -3.814 -5.678  0.118
H40 4.513 -3.583 -1.543  0.114
H41 2.408 -4.472 -0.708  0.129
H42 1.264 -6.023 -2.607  0.123
H43 1.457 -8.203 -1.614  0.117
H44 2.115 -10.971 1.611  0.094
H45 2.414 -13.162 0.555  0.102

Results
* total energy: -69899.273 eV
* HOMO: -6.42 eV
* net charge: 0

---

2.
Formula: C45H45N2O7S4Y
Source: the Open Molecules 2025 dataset
Level of theory: wB97M-V/def2-TZVPD

Each line ends with the Löwdin charge.
Atoms and positions in Å:
Y1 -0.015 0.013 0.012  1.538
O1 -4.261 -0.223 2.049  0.145
C1 -3.273 0.017 1.198  -0.504
O2 -2.277 0.655 1.458  0.064
C2 -3.494 -0.630 -0.150  -0.103
O3 -2.561 -0.116 -1.063  -0.169
C3 -2.926 1.187 -1.555  -0.080
C4 -1.710 2.103 -1.656  -0.627
O4 -1.660 2.905 -2.588  0.020
O5 -0.853 1.964 -0.714  -0.161
H1 -3.995 0.057 2.940  0.099
H2 -4.524 -0.480 -0.475  0.147
H3 -3.322 -1.701 -0.035  0.144
H4 -3.619 1.670 -0.859  0.143
H5 -3.416 1.084 -2.520  0.110
O6 2.008 1.413 -0.485  -0.589
S1 2.517 2.672 -1.127  1.037
C5 1.620 2.882 -2.668  -0.313
C6 2.207 1.918 -3.693  -0.259
C7 1.431 1.893 -5.008  -0.228
C8 -0.015 1.414 -4.863  -0.301
S2 -0.007 -0.213 -4.080  1.032
O7 -0.180 0.041 -2.609  -0.544
C9 -1.578 -0.868 -4.583  -0.354
C10 -2.723 -0.087 -4.690  -0.079
C11 -3.932 -0.705 -4.970  -0.067
C12 -3.990 -2.086 -5.126  -0.072
C13 -2.844 -2.858 -4.998  -0.064
C14 -1.629 -2.248 -4.723  -0.065
C15 1.828 4.025 -0.197  -0.368
C16 2.077 5.330 -0.601  -0.087
C17 1.604 6.378 0.171  -0.078
C18 0.905 6.116 1.345  -0.076
C19 0.681 4.806 1.745  -0.054
C20 1.145 3.751 0.972  -0.081
H6 1.767 3.922 -2.979  0.105
H7 0.561 2.724 -2.448  0.067
H8 2.224 0.913 -3.262  0.073
H9 3.249 2.181 -3.891  0.117
H10 1.950 1.232 -5.707  0.110
H11 1.421 2.882 -5.473  0.120
H12 -0.487 1.312 -5.842  0.105
H13 -0.628 2.062 -4.230  0.073
H14 -2.674 0.984 -4.535  0.109
H15 -4.832 -0.110 -5.060  0.110
H16 -4.938 -2.562 -5.342  0.106
H17 -2.893 -3.933 -5.112  0.109
H18 -0.722 -2.837 -4.604  0.106
H19 2.638 5.533 -1.510  0.109
H20 1.783 7.400 -0.140  0.105
H21 0.544 6.937 1.954  0.104
H22 0.140 4.598 2.662  0.109
H23 0.988 2.721 1.266  0.065
S3 -2.855 -1.283 5.105  1.040
C21 -3.711 -1.903 6.458  -0.416
C22 -3.905 -3.240 6.340  -0.190
C23 -3.370 -3.775 5.131  -0.126
C24 -2.770 -2.836 4.340  -0.463
C25 -2.150 -3.008 3.026  -0.207
C26 -1.507 -1.950 2.408  -0.144
N1 -0.970 -1.979 1.190  0.022
C27 -0.913 -3.204 0.566  -0.172
C28 -1.575 -4.345 1.103  -0.154
C29 -1.516 -5.570 0.337  -0.025
C30 -0.803 -5.655 -0.799  -0.025
C31 -0.041 -4.531 -1.300  -0.151
C32 0.768 -4.596 -2.411  -0.001
C33 1.513 -3.460 -2.811  -0.232
C34 1.363 -2.310 -2.047  -0.117
N2 0.556 -2.183 -0.994  0.021
C35 -0.134 -3.303 -0.586  -0.161
C36 2.404 -3.466 -3.977  -0.490
C37 3.016 -2.413 -4.611  -0.141
C38 3.825 -2.811 -5.712  -0.194
C39 3.817 -4.156 -5.910  -0.429
S4 2.822 -4.943 -4.762  1.039
C40 -2.213 -4.231 2.316  0.033
H24 -3.996 -1.254 7.274  0.064
H25 -4.408 -3.837 7.091  0.102
H26 -3.423 -4.823 4.865  0.104
H27 -1.421 -0.995 2.916  0.066
H28 -2.055 -6.434 0.714  0.113
H29 -0.763 -6.588 -1.354  0.113
H30 0.817 -5.522 -2.974  0.097
H31 1.917 -1.415 -2.316  0.101
H32 2.888 -1.382 -4.310  0.084
H33 4.387 -2.120 -6.329  0.101
H34 4.335 -4.721 -6.672  0.063
H35 -2.730 -5.089 2.730  0.113
C41 2.593 1.453 3.444  -0.067
C42 1.350 0.552 3.351  -0.705
C43 1.503 -0.577 4.385  -0.073
C44 0.105 1.375 3.721  -0.075
C45 1.263 -0.033 1.954  -0.132
H36 2.721 1.841 4.464  0.081
H37 2.516 2.306 2.764  0.059
H38 3.492 0.891 3.171  0.082
H39 1.504 -0.183 5.410  0.082
H40 2.438 -1.123 4.227  0.080
H41 0.681 -1.296 4.304  0.066
H42 0.307 2.047 4.564  0.083
H43 -0.726 0.725 4.020  0.043
H44 -0.254 1.983 2.887  0.055
H45 2.127 -0.714 1.828  0.028

Results
* total energy: -109093.900 eV
* HOMO (spin up / spin down): -6.15 / -4.81 eV
* net charge: 0

---

3.
Formula: C45H46F8O3
Source: the Open Molecules 2025 dataset
Level of theory: wB97M-V/def2-TZVPD

Each line ends with the Löwdin charge.
Atoms and positions in Å:
C1 0.207 -0.557 0.395  -0.156
C2 -1.254 0.220 0.157  -0.239
C3 -1.208 0.798 -1.376  -0.224
C4 -1.922 2.256 -1.595  -0.221
C5 -1.552 3.391 -0.472  -0.196
C6 -2.837 3.408 0.597  -0.209
C7 -4.161 4.187 -0.015  -0.194
C8 -5.461 3.158 -0.218  -0.208
C9 -6.193 2.751 1.194  -0.198
C10 -7.805 3.056 1.249  -0.123
C11 -8.578 2.578 -0.139  0.025
C12 -8.527 1.230 -0.831  0.095
C13 -7.710 -0.128 -0.355  -0.187
F1 -8.209 -1.235 -1.219  0.023
F2 -6.244 -0.050 -0.571  0.024
F3 -8.071 -0.416 1.051  0.028
C14 -9.449 1.381 -2.180  -0.159
O1 -9.763 0.478 -3.141  0.024
O2 -9.942 2.787 -2.316  0.029
C15 -9.566 3.530 -1.069  -0.150
O3 -9.988 4.775 -0.734  0.017
H1 0.566 -1.073 -0.619  0.079
H2 1.062 0.218 0.701  0.079
H3 0.157 -1.384 1.220  0.077
H4 -2.071 -0.620 0.335  0.111
H5 -1.327 1.031 0.996  0.087
H6 -0.118 0.796 -1.862  0.118
H7 -1.827 0.023 -2.041  0.117
H8 -3.094 2.158 -1.752  0.102
H9 -1.511 2.674 -2.635  0.113
H10 -0.544 3.213 0.095  0.113
H11 -1.512 4.454 -0.965  0.107
H12 -2.469 4.056 1.529  0.089
H13 -3.096 2.334 1.003  0.105
H14 -4.540 5.015 0.751  0.108
H15 -3.872 4.672 -1.058  0.118
H16 -5.024 2.201 -0.741  0.088
H17 -6.162 3.681 -1.003  0.115
H18 -5.962 1.622 1.475  0.114
H19 -5.658 3.400 2.041  0.123
H20 -8.337 2.649 2.234  0.141
H21 -7.932 4.242 1.298  0.133
F4 2.792 -0.548 1.002  0.007
C16 3.794 -1.047 0.266  -0.279
C17 5.041 -0.433 0.303  -0.014
C18 6.086 -0.955 -0.458  -0.073
C19 5.870 -2.080 -1.258  -0.085
C20 4.613 -2.686 -1.292  -0.069
C21 3.571 -2.170 -0.522  -0.015
H22 5.189 0.445 0.924  0.101
H23 7.067 -0.487 -0.430  0.106
H24 6.684 -2.484 -1.855  0.078
H25 4.445 -3.559 -1.918  0.103
H26 2.590 -2.634 -0.530  0.110
F5 -1.663 5.590 2.587  0.041
C22 -2.023 5.535 3.877  -0.286
C23 -3.282 5.987 4.255  -0.022
C24 -3.659 5.925 5.597  -0.086
C25 -2.768 5.423 6.547  -0.096
C26 -1.504 4.977 6.158  -0.074
C27 -1.131 5.028 4.815  -0.010
H27 -3.959 6.381 3.504  0.111
H28 -4.645 6.268 5.902  0.104
H29 -3.060 5.379 7.594  0.101
H30 -0.810 4.590 6.901  0.105
H31 -0.156 4.677 4.494  0.092
F6 7.563 -3.657 -3.134  0.040
C28 7.538 -4.996 -3.133  -0.285
C29 7.997 -5.689 -2.018  -0.016
C30 7.966 -7.083 -2.015  -0.082
C31 7.485 -7.771 -3.132  -0.095
C32 7.031 -7.066 -4.248  -0.087
C33 7.052 -5.672 -4.247  -0.019
H32 8.375 -5.138 -1.163  0.116
H33 8.315 -7.634 -1.145  0.105
H34 7.465 -8.858 -3.131  0.102
H35 6.661 -7.604 -5.118  0.109
H36 6.694 -5.109 -5.102  0.115
F7 1.592 4.434 5.527  0.044
C34 2.594 3.935 4.792  -0.284
C35 3.841 4.549 4.829  -0.015
C36 4.886 4.026 4.067  -0.080
C37 4.670 2.901 3.267  -0.094
C38 3.413 2.295 3.233  -0.072
C39 2.371 2.811 4.004  -0.011
H37 3.989 5.426 5.449  0.116
H38 5.867 4.494 4.095  0.106
H39 5.484 2.497 2.670  0.095
H40 3.245 1.422 2.607  0.088
H41 1.390 2.347 3.996  0.116
F8 4.039 -5.906 -5.521  0.057
C40 3.232 -6.901 -5.131  -0.292
C41 3.213 -7.284 -3.794  -0.020
C42 2.369 -8.317 -3.387  -0.081
C43 1.559 -8.963 -4.325  -0.098
C44 1.589 -8.575 -5.665  -0.084
C45 2.425 -7.535 -6.069  -0.018
H42 3.855 -6.776 -3.082  0.112
H43 2.341 -8.618 -2.343  0.105
H44 0.904 -9.772 -4.007  0.101
H45 0.961 -9.082 -6.393  0.105
H46 2.454 -7.214 -7.106  0.116

Results
* SMILES string: CCCCCCCCCCC1=C(C(F)(F)F)C(=O)OC1=O.Fc1ccccc1.Fc1ccccc1.Fc1ccccc1.Fc1ccccc1.Fc1ccccc1
* total energy: -75282.789 eV
* HOMO: -9.28 eV
* net charge: 0

---

4.
Formula: C45H46LuN8O6S
Source: the Open Molecules 2025 dataset
Level of theory: wB97M-V/def2-TZVPD

Each line ends with the Löwdin charge.
Atoms and positions in Å:
Lu1 0.941 1.436 0.781  1.663
C1 4.248 4.266 1.972  0.023
C2 3.928 4.536 3.350  -0.015
C3 2.746 4.083 3.881  -0.015
C4 1.898 3.241 3.165  -0.172
N1 2.211 2.952 1.801  -0.011
C5 3.415 3.336 1.327  -0.083
C6 0.617 2.758 3.669  -0.233
C7 -0.106 3.490 4.593  -0.001
C8 -1.032 2.821 5.410  0.003
C9 -1.338 1.482 5.076  0.015
C10 -0.738 0.917 3.915  -0.185
N2 0.239 1.538 3.180  0.101
C11 -1.267 -0.404 3.569  -0.219
C12 -2.661 -0.678 3.685  -0.016
C13 -3.078 -2.010 3.611  -0.050
C14 -2.147 -2.986 3.276  -0.050
C15 -0.788 -2.649 3.170  -0.114
N3 -0.396 -1.399 3.264  0.094
H1 5.075 4.747 1.481  0.110
H2 4.491 5.230 3.921  0.104
H3 2.438 4.476 4.881  0.137
H4 3.727 2.911 0.406  0.100
H5 -0.169 4.554 4.587  0.124
H6 -1.436 3.271 6.318  0.123
H7 -2.092 0.832 5.617  0.139
H8 -3.313 0.168 3.756  0.112
H9 -4.177 -2.188 3.820  0.136
H10 -2.542 -3.977 3.060  0.108
H11 -0.190 -3.454 2.756  0.116
N4 1.933 -0.576 1.728  -0.012
C16 3.196 -0.231 2.193  -0.286
C17 3.505 0.150 3.497  -0.039
C18 4.838 0.098 3.952  -0.094
C19 5.867 -0.316 3.106  -0.089
C20 5.556 -0.594 1.753  -0.013
C21 4.261 -0.396 1.253  -0.150
C22 4.018 -0.195 -0.155  -0.232
C23 4.754 -0.870 -1.170  -0.053
C24 4.405 -0.823 -2.488  -0.087
C25 3.289 -0.002 -2.823  -0.100
C26 2.604 0.673 -1.849  -0.177
C27 2.891 0.588 -0.470  -0.184
H12 1.260 -0.899 2.503  0.084
H13 1.924 -1.288 1.008  0.065
H14 2.692 0.488 4.109  0.090
H15 5.050 0.325 4.973  0.088
H16 6.805 -0.592 3.573  0.097
H17 6.372 -0.955 1.114  0.112
H18 5.500 -1.591 -0.904  0.096
H19 4.756 -1.439 -3.253  0.074
H20 2.905 0.095 -3.848  0.100
H21 1.781 1.273 -2.280  0.078
O1 1.255 -3.680 -2.195  -0.059
C28 2.036 -3.877 -1.216  -0.600
O2 2.448 -3.121 -0.296  0.000
C29 2.547 -5.373 -1.213  -0.123
N5 2.717 -5.819 -2.710  0.098
C30 2.072 -7.206 -2.795  -0.137
C31 0.967 -7.229 -1.808  -0.152
C32 1.494 -6.351 -0.623  -0.090
H22 3.487 -5.484 -0.731  0.132
H23 3.617 -5.633 -3.146  0.178
H24 2.053 -5.137 -3.220  0.172
H25 2.799 -7.975 -2.595  0.123
H26 1.750 -7.329 -3.868  0.146
H27 0.671 -8.204 -1.538  0.106
H28 0.110 -6.736 -2.324  0.132
H29 2.097 -6.927 0.114  0.129
H30 0.640 -5.990 -0.123  0.100
C33 -5.980 -0.062 -5.947  -0.065
C34 -5.916 1.118 -5.040  -0.271
C35 -6.677 2.239 -5.118  -0.057
C36 -6.508 3.266 -4.231  -0.021
C37 -5.602 3.036 -3.135  -0.257
C38 -4.726 1.944 -3.103  -0.079
C39 -4.967 0.941 -3.986  -0.045
S1 -5.401 4.330 -1.899  0.713
O3 -5.899 5.632 -2.502  -0.351
O4 -5.964 3.804 -0.664  -0.300
N6 -3.773 4.554 -1.777  -0.184
C40 -2.965 4.069 -0.675  -0.226
C41 -1.500 4.010 -1.267  -0.051
C42 -0.542 3.120 -0.445  -0.605
O5 0.533 2.626 -0.976  -0.161
O6 -0.893 2.807 0.726  -0.114
H31 -5.403 0.044 -6.894  0.098
H32 -7.044 -0.375 -6.177  0.105
H33 -5.566 -0.945 -5.510  0.051
H34 -7.269 2.359 -5.992  0.115
H35 -6.918 4.318 -4.286  0.133
H36 -3.990 2.000 -2.276  0.109
H37 -4.382 -0.052 -3.895  0.134
H38 -3.539 5.494 -2.148  0.135
H39 -3.392 3.163 -0.243  0.105
H40 -3.050 4.796 0.156  0.127
H41 -1.123 5.087 -1.274  0.146
H42 -1.523 3.675 -2.324  0.128
N7 -1.119 -2.033 -1.408  0.104
C43 -2.264 -1.262 -1.051  -0.042
C44 -1.792 -0.279 -0.200  -0.160
N8 -0.440 -0.322 -0.168  -0.031
C45 -0.100 -1.453 -0.811  -0.173
H43 -0.967 -2.911 -1.879  0.140
H44 -3.259 -1.445 -1.467  0.108
H45 -2.382 0.360 0.385  0.088
H46 0.881 -1.803 -1.039  0.090

Results
* total energy: -116069.304 eV
* HOMO: -8.84 eV
* net charge: +1

---

Ordered max |F| results: 0.085; 0.011; 0.193; 0.080; unit hartree/bohr.